1.
Formula: C11H22O6Ti
Source: the OMol25 dataset
Level of theory: ωB97M-V with the def2-TZVPD basis set

Computed properties:
Expectation value of S²   3.75
HOMO (spin up / spin down)   -2.9 / -2.8 eV
2S+1   4
Relative energy (zero: lowest compared OMol25 entry of this formula, charge and spin)   0.000 eV
Total charge   -1
LUMO (spin up / spin down)   0.07427 / 0.06960 Eh

XYZ file:
```
40
Properties=species:S:1:pos:R:3:forces:R:3
Ti -0.2399 0.8462 -1.4229 0.887 0.579 -0.531
C -2.8292 5.6081 -4.8003 1.281 -0.353 -0.038
C -2.3199 4.8712 -3.5113 -1.020 -1.907 0.861
O -1.5172 3.7391 -3.5861 0.203 0.655 -0.741
H -2.8463 6.6810 -4.6087 0.313 0.200 -0.156
H -3.7683 5.4129 -5.3180 -0.303 -0.770 0.527
H -2.0415 5.3147 -5.4943 0.143 0.582 -0.483
H -3.1866 4.5008 -2.9638 -1.103 0.452 0.381
H -1.9244 5.6492 -2.8583 0.569 0.557 0.126
C 4.7921 -0.8789 -0.8075 -0.809 0.776 -0.158
C 4.5080 0.5417 -1.4084 -1.175 -0.188 -0.317
O 3.2555 0.7963 -1.9710 0.252 -0.932 0.530
H 4.5398 -1.6020 -1.5831 -0.254 -0.203 0.169
H 4.1774 -0.9848 0.0864 -0.187 -0.461 0.030
H 5.8344 -1.0429 -0.5341 0.241 0.248 0.050
H 5.3144 0.6058 -2.1389 0.365 0.529 -0.652
H 4.6808 1.3042 -0.6489 0.573 0.151 0.571
C 3.5436 -5.3200 1.9378 -0.225 0.284 1.079
C 2.0446 -5.2318 1.7369 0.758 -0.197 -0.213
C 1.2409 -4.4870 2.7946 -0.125 -0.684 1.177
O 0.4232 -3.5948 2.0678 -0.898 0.294 1.345
C 0.7672 -3.6164 0.8139 -0.687 1.709 -4.213
O 0.2581 -2.9899 -0.1058 0.569 -0.900 2.159
O 1.7984 -4.4257 0.6043 0.469 -0.401 -0.801
H 3.7689 -5.9653 2.7869 -0.065 -0.367 -0.065
H 3.8793 -4.3428 2.2848 0.334 0.148 -0.537
H 4.0758 -5.6824 1.0583 -0.144 0.233 0.049
H 1.6586 -6.2281 1.5215 -0.299 -0.051 0.129
H 1.8210 -3.9170 3.5203 0.279 0.017 -0.178
H 0.5906 -5.1591 3.3546 -0.008 0.012 0.024
C -3.9346 3.3027 1.7861 -0.685 -1.369 -0.264
C -3.6846 1.7483 1.8545 2.458 1.336 -0.727
O -2.5134 1.3915 1.6676 -2.417 -0.275 0.411
C -4.8321 0.7530 2.1322 0.919 0.128 -0.211
H -4.7444 3.4629 1.0743 -0.568 0.092 0.419
H -3.1458 3.9306 1.3717 0.551 -0.718 0.298
H -4.1764 3.6277 2.7981 -0.341 0.209 -0.117
H -5.2184 0.3457 1.1979 0.006 0.331 -0.260
H -5.6747 1.1480 2.6996 0.235 0.139 0.036
H -4.3748 -0.1126 2.6115 -0.093 0.115 0.291
```
Positions in Å, forces in eV/Å.



2.
Formula: C27H33N3O6
Source: the OMol25 dataset
Level of theory: ωB97M-V with the def2-TZVPD basis set

Computed properties:
Structure (SMILES)   CCOc1ccc(NC(=O)CN(C)C(=O)c2ccc3c(c2)C(=O)N(CCC(C)C)C3=O)cc1OCC
HOMO   -8.0 eV
Relative energy (zero: lowest compared OMol25 entry of this formula, charge and spin)   0.000 eV
LUMO   -0.02463 Eh

XYZ file:
```
69
Properties=species:S:1:pos:R:3:forces:R:3
C -1.8829 -2.4772 1.2993 0.392 -0.053 -0.231
C -0.6985 -3.2032 0.6663 -0.407 -0.186 0.193
O 0.3279 -2.3316 0.2361 0.226 0.272 -0.139
C 0.2013 -1.6798 -0.9517 0.196 0.005 -0.011
C -0.8940 -1.7289 -1.7942 0.131 -0.094 0.281
C -0.9277 -0.9988 -2.9746 0.324 0.148 -0.257
C 0.1302 -0.1759 -3.3058 -0.243 -0.372 0.305
N 0.1344 0.6202 -4.4713 0.655 -0.232 -0.139
C -0.7973 1.4583 -4.9874 -0.233 0.265 0.088
O -0.6068 2.0048 -6.0545 -0.110 0.119 -0.193
C -2.0649 1.7364 -4.1811 -0.220 -0.114 -0.157
N -1.8087 1.9984 -2.7823 -0.016 0.081 -0.274
C -1.0097 3.1688 -2.5127 0.142 0.242 0.086
C -2.4746 1.2695 -1.8554 -0.220 -0.033 -0.002
O -3.3690 0.4965 -2.1583 -0.171 -0.038 0.105
C -2.0253 1.3430 -0.4314 0.165 -0.111 0.326
C -2.9866 1.1537 0.5595 -0.002 0.042 -0.052
C -2.6357 0.9786 1.8926 0.174 0.033 0.103
C -1.2920 0.9810 2.2062 0.048 0.150 -0.721
C -0.3250 1.1990 1.2218 -0.645 -0.073 0.142
C -0.6680 1.3788 -0.0982 -0.131 0.042 0.130
C 1.0102 1.1403 1.8657 0.001 0.103 -0.016
O 2.0950 1.3745 1.3975 0.080 -0.037 -0.078
N 0.7644 0.8013 3.1865 0.246 0.002 0.270
C 1.8133 0.4982 4.1347 0.372 -0.113 0.093
C 2.4563 -0.8560 3.8272 -0.374 0.054 -0.083
C 1.4853 -2.0404 3.8725 0.261 -0.082 0.172
C 2.1971 -3.2873 3.3511 -0.219 0.227 -0.040
C 0.9387 -2.2771 5.2780 -0.076 0.118 -0.258
C -0.5861 0.7106 3.4839 -0.065 0.022 0.196
O -1.0414 0.4567 4.5707 -0.102 -0.026 -0.070
C 1.2716 -0.1628 -2.4984 0.100 -0.014 0.111
C 1.3299 -0.9129 -1.3359 -0.131 -0.210 -0.009
O 2.3947 -0.9818 -0.5053 -0.242 -0.136 0.078
C 3.5726 -0.2763 -0.8503 0.402 0.190 -0.047
C 4.6050 -0.5320 0.2346 -0.406 0.026 -0.210
H -2.6282 -3.2044 1.6097 -0.117 -0.070 0.046
H -2.3385 -1.7813 0.5990 -0.091 0.065 -0.042
H -1.5577 -1.9183 2.1734 0.015 0.040 0.105
H -1.0332 -3.8388 -0.1625 0.097 0.017 0.060
H -0.2153 -3.8383 1.4140 -0.069 0.001 -0.136
H -1.7507 -2.3354 -1.5533 -0.092 -0.061 0.115
H -1.7895 -1.0767 -3.6150 -0.102 0.027 -0.073
H 0.9886 0.5936 -5.0166 -0.212 0.060 -0.025
H -2.7494 0.8867 -4.2408 0.086 0.143 -0.042
H -2.5481 2.5992 -4.6550 0.123 -0.153 0.023
H -1.1213 3.4797 -1.4768 0.039 0.028 -0.078
H -1.3452 3.9837 -3.1595 0.010 -0.002 0.048
H 0.0472 2.9864 -2.7245 0.052 0.020 0.037
H -4.0231 1.1107 0.2599 -0.072 -0.040 -0.030
H -3.3826 0.8142 2.6533 -0.080 -0.022 0.079
H 0.0971 1.4874 -0.8475 0.083 0.034 -0.116
H 1.3613 0.5092 5.1280 0.041 0.068 -0.089
H 2.5698 1.2857 4.0701 -0.117 -0.043 0.068
H 2.8906 -0.8072 2.8270 0.113 0.024 0.008
H 3.2651 -1.0194 4.5422 0.086 -0.042 0.011
H 0.6468 -1.8290 3.1999 -0.008 0.014 -0.037
H 1.5408 -4.1532 3.4062 -0.036 -0.144 -0.002
H 3.0852 -3.4952 3.9447 0.125 -0.063 0.076
H 2.4933 -3.1452 2.3145 0.089 -0.034 -0.141
H 0.3072 -1.4522 5.5973 -0.055 0.061 0.117
H 1.7536 -2.3932 5.9899 0.117 -0.049 0.117
H 0.3360 -3.1825 5.2981 -0.071 -0.101 0.059
H 2.1096 0.4469 -2.7991 0.094 0.085 0.031
H 3.9433 -0.6283 -1.8242 -0.109 0.061 0.076
H 3.3624 0.7988 -0.9098 -0.037 -0.105 -0.064
H 5.5574 -0.0958 -0.0531 0.112 0.039 -0.021
H 4.7300 -1.6007 0.3865 0.069 -0.110 0.010
H 4.2720 -0.0757 1.1615 0.017 0.036 0.116
```
Positions in Å, forces in eV/Å.



3.
Formula: C3H5O2Si
Source: the OMol25 dataset
Level of theory: ωB97M-V with the def2-TZVPD basis set

Computed properties:
Structure (SMILES)   C=C[SiH2]C(=O)[O-]
HOMO   -3.3 eV
Relative energy (zero: lowest compared OMol25 entry of this formula, charge and spin)   0.203 eV
Total charge   -1
LUMO   0.14167 Eh

XYZ file:
```
11
Properties=species:S:1:pos:R:3:forces:R:3
C 1.8265 0.8803 0.3732 -0.421 -0.657 0.962
C 1.0563 0.1745 -0.4584 0.824 0.616 2.570
Si -0.3461 -0.8282 0.0990 -2.388 -2.314 -0.203
C -2.0586 0.1447 -0.1572 -0.175 -1.843 2.065
O -2.1426 1.1616 -0.8250 -0.103 0.715 -0.640
O -2.9109 -0.5237 0.5179 0.481 0.847 -0.949
H 2.5799 1.5638 0.1387 1.073 1.141 -1.165
H 1.7924 0.8493 1.4821 -0.498 -0.622 -0.663
H 1.0083 0.2984 -1.4998 0.534 0.394 -1.375
H -0.4435 -1.8478 1.3522 0.685 1.498 -0.959
H -0.3617 -1.8730 -1.0228 -0.012 0.224 0.357
```
Positions in Å, forces in eV/Å.



4.
Formula: C2H5F2N
Source: the OMol25 dataset
Level of theory: ωB97M-V with the def2-TZVPD basis set

Computed properties:
HOMO (spin up / spin down)   -10.4 / -8.3 eV
Relative energy (zero: lowest compared OMol25 entry of this formula, charge and spin)   4.150 eV
LUMO (spin up / spin down)   0.01814 / -0.01101 Eh

XYZ file:
```
10
Properties=species:S:1:pos:R:3:forces:R:3
C 0.1717 1.4468 -0.0084 0.242 1.702 -0.955
C 0.6395 0.0296 0.0547 -0.513 -0.988 -1.672
N -1.3136 -1.6881 0.0352 -0.395 0.948 -0.145
F 1.2792 -0.4594 -1.0612 -0.475 0.847 1.244
F 1.2593 -0.3888 1.1362 0.196 0.175 0.170
H -0.3170 1.7561 0.9364 -0.004 -0.584 -0.574
H 1.0749 2.2294 -0.0724 -1.676 -1.800 -0.311
H -0.5783 1.5744 -0.9080 1.698 -0.193 1.860
H -1.4352 -2.2672 -0.8116 0.569 0.275 0.288
H -0.7806 -2.2328 0.6991 0.357 -0.382 0.097
```
Positions in Å, forces in eV/Å.



Which value of relative energy (zero: lowest compared OMol25 entry of this formula, charge and spin) does entry 4 give? 4.150 eV